Entry from the Open Molecules 2025 dataset: C4H8N2 in the gas phase in a non-equilibrium geometry (ωB97M-V/def2-TZVPD).

## Properties
Energy relative to the best compared isomer or geometry (same formula, charge and spin), kJ/mol: 321.17
Structure (SMILES): C1N[C@@H]1[C@H]1CN1

Geometry as XYZ:
```
14
Properties=species:S:1:pos:R:3:forces:R:3
C 2.036559 -0.558675 0.034932 -1.4317 0.0107 1.7096
N 1.688405 0.864245 -0.199980 -0.1566 0.3182 0.3431
C 0.688554 -0.122235 -0.600442 1.0777 -1.5988 -0.8998
C -0.527614 -0.075055 0.213628 -2.2973 -0.6107 -0.8402
C -1.808377 0.658710 -0.147038 -0.8254 3.2474 1.3017
N -1.828920 -0.734777 -0.252729 1.8096 -1.1799 0.5690
H 2.855470 -0.970314 -0.581961 -0.6556 0.3635 0.3845
H 2.010658 -0.911853 1.153908 0.0588 0.5532 -2.3454
H 1.326761 1.299360 0.692324 0.6987 -0.5761 -1.2888
H 0.461759 -0.456954 -1.671280 0.7814 1.1843 1.3054
H -0.326950 -0.132809 1.278318 -0.2481 0.1344 0.1647
H -2.173004 1.357066 0.762976 0.2462 -2.0640 -1.8376
H -2.141052 1.099882 -1.121098 1.1883 0.1333 0.8585
H -2.262249 -1.316593 0.438444 -0.2462 0.0845 0.5752
```
Positions in Å, forces in eV/Å.

=====

Entry from the Open Molecules 2025 dataset: C4H8N2 in the gas phase (ωB97M-V/def2-TZVPD).

## Properties
Energy relative to the best compared isomer or geometry (same formula, charge and spin), kJ/mol: 218.74
Structure (SMILES): C1N[C@H]1[C@H]1CN1

Geometry as XYZ:
```
14
Properties=species:S:1:pos:R:3:forces:R:3
C 0.318253 -1.916718 0.569124 0.2638 -0.1504 0.1153
N -1.053552 -1.591906 0.201742 -0.2628 0.0557 0.1182
C 0.032356 -0.806931 -0.369938 0.1483 0.1449 -0.1934
C 0.246263 0.606280 0.093669 0.1482 -0.1817 0.1088
C 0.293669 1.733767 -0.862342 0.2025 0.1066 -0.2239
N -0.893511 1.516555 -0.043804 -0.1970 0.1580 0.1479
H 0.683676 -2.873171 0.203188 -0.0683 0.1552 0.0288
H 0.679627 -1.645464 1.560557 -0.0778 -0.0198 -0.1452
H -1.519320 -1.050711 0.925683 0.0545 -0.0510 -0.0458
H 0.172627 -0.973915 -1.436076 -0.0059 0.0145 0.1294
H 0.852199 0.714137 0.993356 -0.0948 -0.0166 -0.1056
H 0.157453 1.533284 -1.922301 0.0108 0.0005 0.1482
H 0.944220 2.576958 -0.640027 -0.1046 -0.1340 -0.0018
H -0.913960 2.177835 0.727169 -0.0169 -0.0819 -0.0809
```
Positions in Å, forces in eV/Å.

=====

| no. | LUMO energy (eV) |
| --- | --- |
| 1 | 1.02 |
| 2 | 1.08 |